DFT (the ωB97M-V functional and the def2-TZVPD basis) results for a structure of composition C6H24AgO10P.

Results
lowest unoccupied orbital energy (spin up / spin down)	0.03 / -2.72	eV
maximum force	0.0625	hartree/bohr
DFT total energy	-1483.58841	Ha
HOMO level (spin up / spin down)	-0.355 / -0.348	Eh

```
! wB97M-V def2-TZVPD RIJCOSX def2/J DEFGRID3
* xyz 0 3
H -0.93178 3.65908 -0.14932
H 2.85352 1.97496 -0.83133
O 0.60363 -0.19285 1.93133
C 0.13955 3.85801 -0.12190
H -3.71973 0.73782 1.00089
C 1.98837 -3.19280 -0.74989
C -2.89287 -2.49057 -0.03365
H -3.50240 -3.35011 -0.31255
O -1.74225 0.95159 0.31718
H 0.67774 3.77465 -1.06610
C -0.01702 -1.27455 2.62780
H -1.47421 -1.66418 -1.02910
O -0.73987 -0.43547 -1.81889
H 0.28143 2.98000 1.63004
C 4.01216 0.44657 -0.52202
Ag 0.46665 0.48954 -0.27729
O -1.62347 -2.47830 -0.54274
O -2.08869 1.63905 -2.23527
H 0.46106 -2.12985 -1.25173
H 0.26506 4.88369 0.22500
H 3.02917 -3.10453 -0.43838
H -3.49992 -1.62332 -0.29337
H 4.36919 0.11219 -1.49610
H 3.89980 -0.50097 0.00491
C -2.72027 1.10488 1.23422
H -2.83594 -2.50117 1.05481
H 0.70472 -2.09051 2.66493
H -0.82149 -1.64020 1.98965
O 1.28902 -1.95096 -0.79998
H 0.97743 0.35002 2.62929
H 1.88696 -3.80898 -1.64328
O 0.62224 2.85929 0.74073
O 2.72642 1.09197 -0.47666
P -0.84476 0.85723 -2.62247
H -2.48410 0.59356 2.16743
H -2.16866 1.09812 -0.53034
O -0.49313 0.75227 -4.15016
H 1.60408 -3.76872 0.09197
H 4.63408 1.15742 0.02206
O 0.40347 1.69235 -2.02512
H -2.92815 2.15125 1.45782
H -0.36701 -1.01748 3.62757
*
```